Record 1
Entry from the OMol25 dataset: a molecular structure, C18H48N2O3PtSi4 (the ωB97M-V functional and the def2-TZVPD basis).

```
76
C18H48N2O3PtSi4 (the ωB97M-V functional and the def2-TZVPD basis)
H -1.330 0.220 -5.258
C -0.705 0.598 -4.449
H 4.393 -0.068 2.842
C -2.301 0.418 -2.579
H 0.778 -1.789 -5.335
H -1.765 -2.056 3.158
H 2.006 -1.844 -1.702
C 1.825 -1.975 1.457
H 2.631 -2.658 1.734
O -0.072 -0.886 -1.237
C 0.982 0.890 1.015
Pt -0.733 0.359 0.178
H 0.306 4.078 2.502
H 2.878 -0.069 3.729
C -1.811 -2.818 2.376
N 0.572 -1.677 -3.225
H -2.672 -0.319 -1.873
Si -2.794 -2.266 0.902
C 3.369 0.314 2.834
C -2.696 1.496 2.247
H 1.079 -2.013 2.249
C -0.308 3.445 -0.682
H 1.455 -3.387 -2.375
H -3.032 0.521 -3.380
O -2.233 -0.752 0.352
H -0.867 1.674 -4.365
H 1.610 0.841 -2.390
H 4.280 0.775 -0.193
H 3.294 2.659 0.944
C 1.926 1.822 -2.046
H 3.442 1.401 2.920
C -4.559 -1.913 1.349
H -2.956 -4.453 -0.246
H 2.905 3.978 -0.153
H 2.065 3.863 1.392
H -5.090 -2.850 1.534
H 4.519 -0.941 0.053
N -1.042 -0.019 -3.167
H 0.338 -3.290 -4.511
H -3.249 -3.131 -1.368
C 0.456 3.279 3.226
H -0.958 3.057 -1.470
C -0.201 -0.848 -2.522
H -0.874 -2.028 -4.718
C -2.634 -3.447 -0.523
C 3.757 -0.180 -0.139
H -0.911 3.594 0.212
H 3.326 -0.388 -1.117
H -0.188 3.462 4.090
H 0.853 0.566 4.716
H 0.340 0.430 -4.691
H -2.769 0.752 3.038
O -1.343 1.526 1.722
Si 2.537 -0.264 1.266
H 0.044 4.426 -1.015
H -0.885 0.480 4.527
C 0.178 -2.213 -4.530
H 1.640 2.553 -2.808
H -2.217 1.393 -2.087
H -0.804 -3.145 2.120
H -2.926 2.489 2.627
H 0.144 -0.678 3.676
H 2.543 -2.352 -3.316
H -1.593 -3.510 -0.850
H 1.359 -2.336 0.539
H -4.633 -1.315 2.259
H 3.014 1.822 -1.987
C 1.712 -2.353 -2.612
Si 0.155 1.573 2.603
C 0.062 0.360 3.992
H -5.089 -1.399 0.545
H -2.321 -3.682 2.812
H 1.486 3.333 3.593
H -3.365 1.230 1.436
Si 1.186 2.359 -0.426
C 2.480 3.278 0.576
```

Values from the calculation:
Total charge = +2
Strongest force on any atom = 0.0105 Eh/bohr
HOMO-LUMO gap = 6.80 eV
Relative energy (zero: lowest compared OMol25 entry of this formula, charge and spin) = 0.000 eV
E_HOMO = -15.24 eV

---

Record 2
Entry from the OMol25 dataset: a molecular structure, C15H17BCl2F5N5O4Zn (the ωB97M-V functional and the def2-TZVPD basis).

```
50
C15H17BCl2F5N5O4Zn (the ωB97M-V functional and the def2-TZVPD basis)
C -4.064 -1.756 3.692
H -0.033 1.777 -1.193
O 0.486 -1.943 3.104
C 3.944 -2.609 -2.551
N -2.246 -3.205 3.211
F -2.851 0.384 -2.234
H -1.517 -3.794 1.334
H 4.006 -3.679 -2.381
N 1.900 0.277 -1.397
H 5.384 -0.088 -4.293
C 2.990 -1.884 -1.882
Cl 3.687 1.840 -3.209
C -2.420 -3.917 4.376
C 3.759 0.114 -2.942
H -0.123 1.253 2.824
H -0.551 -4.314 2.754
B -2.524 -0.999 -2.199
C -0.239 -2.244 2.144
H -3.585 -3.956 6.037
H -2.862 -1.675 1.936
F -1.197 -1.111 -1.691
C 2.781 -0.443 -2.012
H 5.578 -2.556 -3.966
H 0.142 3.671 1.920
O -1.760 -4.885 4.702
C 0.765 1.659 2.329
C -0.922 2.424 0.545
O -5.208 -2.140 5.755
C 4.827 -1.986 -3.434
H 1.443 -0.271 2.273
H -1.519 1.134 -0.957
N -3.443 -3.446 5.180
H -1.308 3.355 0.106
C -3.066 -2.159 2.885
Cl 1.924 -2.716 -0.769
C 4.714 -0.605 -3.614
N -0.666 1.417 -0.478
F -4.848 -0.728 3.330
N 1.443 0.550 1.667
F -2.596 -1.552 -3.481
H -1.688 2.038 1.223
C -4.338 -2.401 4.947
F -3.409 -1.658 -1.328
H 2.397 0.788 1.426
H 1.159 2.951 0.657
H 1.391 2.112 3.111
O -0.456 -1.632 1.068
C 0.335 2.755 1.351
C -1.132 -3.512 2.314
Zn 0.564 -0.380 -0.270
```

Values from the calculation:
Total charge = -2
Strongest force on any atom = 0.0167 Eh/bohr
HOMO-LUMO gap = 4.77 eV
Relative energy (zero: lowest compared OMol25 entry of this formula, charge and spin) = 0.117 eV
E_HOMO = -0.43 eV

---

Record 3
Entry from the OMol25 dataset: 4 unconnected molecules or ions with the total composition C2H12N2O4 at a distorted geometry (the ωB97M-V functional and the def2-TZVPD basis).

```
20
C2H12N2O4 (the ωB97M-V functional and the def2-TZVPD basis)
H 2.045 -1.104 1.789
H 0.192 0.417 -2.954
H -2.084 0.705 1.968
H -1.538 -0.597 -2.062
H 2.248 -0.278 -2.729
C -0.933 -0.201 -1.302
H 0.966 1.253 1.665
O 0.439 1.981 1.408
N 0.386 0.263 -1.998
H 0.830 -1.836 2.652
H -1.384 0.780 -1.058
H -0.027 1.920 0.662
O 1.787 -1.155 -0.889
N -0.742 -1.157 -0.100
O 1.160 -1.156 2.099
C 1.658 -0.473 -1.866
H -0.046 -0.799 0.539
H -0.408 -2.079 -0.418
O -2.575 1.483 1.634
H -1.973 2.032 0.961
```

Values from the calculation:
SMILES = NCNC=O.O.O.O
Strongest force on any atom = 0.1141 Eh/bohr
HOMO-LUMO gap = 9.81 eV
Relative energy (zero: lowest compared OMol25 entry of this formula, charge and spin) = 3.373 eV
E_HOMO = -9.31 eV

---

Record 4
Entry from the OMol25 dataset: a single C4H9N molecule at a distorted geometry (the ωB97M-V functional and the def2-TZVPD basis).

```
14
C4H9N (the ωB97M-V functional and the def2-TZVPD basis)
C -0.670 -0.116 -1.291
C 0.229 -0.253 -0.091
H -1.549 0.493 -1.040
H 2.016 1.462 1.538
H -0.119 0.366 -2.123
H -0.593 1.476 0.897
H -1.665 -1.880 -0.959
N -1.102 -1.421 -1.679
H 0.968 1.282 2.866
H -1.621 -1.528 -2.536
C 0.169 0.641 0.879
H 0.929 -1.036 -0.336
H 1.752 -0.245 1.976
C 1.259 0.758 1.898
```

Values from the calculation:
SMILES = C/C=C/CN
Strongest force on any atom = 0.0433 Eh/bohr
HOMO-LUMO gap = 10.13 eV
Relative energy (zero: lowest compared OMol25 entry of this formula, charge and spin) = 0.947 eV
E_HOMO = -8.87 eV

---

Record 5
Entry from the OMol25 dataset: a molecular structure, C16H12F6IN3O6PdS2 (the ωB97M-V functional and the def2-TZVPD basis).

```
47
C16H12F6IN3O6PdS2 (the ωB97M-V functional and the def2-TZVPD basis)
N 0.521 0.538 -2.805
C 4.880 -1.811 -0.863
C 1.885 -3.057 2.874
F -0.696 -1.277 -5.023
N 4.154 1.754 -1.909
O -2.029 0.183 -2.765
H 2.955 -2.964 2.759
F -2.234 3.004 -3.662
C 0.040 -4.164 3.931
C 4.690 0.532 -1.759
Pd 0.255 -0.026 0.013
C 2.500 3.416 -1.294
F -0.090 3.302 -3.604
C -0.351 -2.382 2.362
O 1.731 1.610 0.672
F 0.952 -2.679 -4.924
C 2.739 -1.126 0.956
N 1.500 -1.238 1.247
H 1.455 3.268 -1.576
O 0.060 -1.882 -2.185
C 1.405 -4.014 3.746
C 2.636 1.201 -0.089
C -1.055 2.398 -3.769
O 3.874 -2.804 -0.925
H 3.250 -2.557 -1.626
H 2.103 -4.644 4.281
H 5.486 0.285 -2.452
O -0.923 1.765 -1.223
C 3.156 2.094 -1.133
C 3.243 -0.115 0.023
H 5.454 -2.016 0.044
H 2.487 3.958 -0.347
I -1.803 -1.224 1.402
H -1.901 -3.451 3.379
S -0.946 1.075 -2.496
H 5.575 -1.882 -1.705
F 1.310 -0.622 -5.506
S 0.891 -0.992 -2.951
C -0.834 -3.344 3.240
C 1.022 -2.226 2.156
O 2.319 -1.121 -2.812
F -0.947 1.868 -4.981
C 0.588 -1.415 -4.717
H -0.347 -4.912 4.609
H 3.480 -1.810 1.359
C 4.289 -0.424 -0.821
H 3.015 3.989 -2.059
```

Values from the calculation:
Strongest force on any atom = 0.0136 Eh/bohr
HOMO-LUMO gap (alpha / beta) = 7.76 / 6.27 eV
Spin multiplicity = 3
Relative energy (zero: lowest compared OMol25 entry of this formula, charge and spin) = 0.370 eV
E_HOMO (alpha / beta) = -8.83 / -9.07 eV

---

Record 6
Entry from the OMol25 dataset: a molecular structure, C21H31HgN7O4PS2 (the ωB97M-V functional and the def2-TZVPD basis).

```
67
C21H31HgN7O4PS2 (the ωB97M-V functional and the def2-TZVPD basis)
H 1.712 -1.586 -0.217
N 2.156 -1.467 0.706
N -1.068 -4.845 1.006
H 0.166 -3.372 -4.741
H -2.918 -2.115 -2.855
C -1.042 -1.051 -3.107
C 3.280 -1.639 2.569
Hg -0.494 0.594 1.296
H -1.645 -2.670 -1.763
H 0.203 -4.367 -2.477
H 3.523 -0.896 4.827
C -4.318 3.097 -1.945
C 2.692 0.689 -2.223
H -1.611 -3.131 -3.476
H 1.936 -4.688 -2.314
O 2.400 0.081 4.913
H -1.439 -0.245 -2.487
C 1.165 -3.916 -2.211
C -2.971 2.777 -1.875
H -5.137 2.372 1.256
S -0.622 1.988 -0.798
O 5.191 -2.884 3.154
H -2.345 2.886 -2.757
S -2.608 1.622 2.055
C 1.752 0.178 3.825
N 1.565 -0.623 1.544
H -4.744 3.453 -2.877
H 1.811 -4.003 -4.836
C 1.217 -3.112 -4.590
H 1.087 -3.632 -1.157
C -1.195 -0.635 -4.566
H 2.646 0.997 -4.929
N -0.603 -2.690 0.302
H -1.844 -5.492 0.989
H -0.776 -1.375 -5.254
H -3.401 -1.263 0.940
N -1.530 -3.731 0.251
C -1.846 -2.317 -2.780
H 2.982 -0.706 -4.592
O 0.769 0.899 3.601
H 3.435 -0.104 -2.066
H 1.445 -0.232 -5.343
C -5.108 2.954 -0.810
C -2.609 -1.967 0.714
C 3.177 -2.109 1.276
H 1.480 -2.327 -5.299
C 1.596 0.239 -3.203
P 0.671 -1.183 -2.407
C 2.191 0.054 -4.598
H 2.535 -2.478 -3.025
C -4.530 2.492 0.364
H -0.968 -4.528 1.973
H 2.265 0.952 -1.253
C 4.346 -2.081 3.512
C 1.469 -2.715 -3.133
H 3.775 -2.846 0.757
H 3.218 1.571 -2.610
C -2.357 2.314 -0.697
C 2.225 -0.694 2.685
C -3.165 2.161 0.465
N -2.806 -3.266 0.628
H -0.721 0.331 -4.762
H -2.263 -0.529 -4.797
H -6.166 3.194 -0.836
H 0.849 1.034 -3.229
N -1.348 -1.567 0.515
O 4.318 -1.580 4.718
```

Values from the calculation:
Total charge = -2
Strongest force on any atom = 0.0141 Eh/bohr
HOMO-LUMO gap (alpha / beta) = 4.74 / 6.26 eV
Spin multiplicity = 2
Relative energy (zero: lowest compared OMol25 entry of this formula, charge and spin) = 0.068 eV
E_HOMO (alpha / beta) = -0.43 / -1.95 eV

---

Record 7
Entry from the OMol25 dataset: a molecular structure, C5H9NO (the ωB97M-V functional and the def2-TZVPD basis).

```
16
C5H9NO (the ωB97M-V functional and the def2-TZVPD basis)
O 1.389 -0.928 -1.638
C -1.861 -0.174 -0.694
H -1.017 1.610 -1.376
H 0.000 -0.080 2.097
H 1.164 1.265 -0.447
H 0.975 -1.661 0.285
H 1.280 -1.838 -1.932
C 0.637 0.673 1.624
H -1.523 1.628 0.357
C -1.178 1.020 -0.475
N -1.370 -1.314 -0.652
H 1.635 0.592 2.063
C 0.902 -0.799 -0.364
H 0.242 1.653 1.896
C 0.665 0.483 0.119
H -1.942 -2.130 -0.861
```

Values from the calculation:
Strongest force on any atom = 0.0076 Eh/bohr
HOMO-LUMO gap = 7.86 eV
Relative energy (zero: lowest compared OMol25 entry of this formula, charge and spin) = 4.526 eV
E_HOMO = -7.10 eV